# 1
{
  "formula": "C37H50Ge2N5O2Sr",
  "method": "wB97M-V/def2-TZVPD",
  "species": ["Sr", "C", "C", "C", "C", "C", "C", "C", "N", "N", "C", "C", "C", "C", "C", "C", "N", "C", "C", "C", "C", "C", "C", "N", "H", "H", "H", "H", "H", "H", "H", "H", "H", "H", "H", "H", "H", "H", "H", "H", "H", "H", "H", "H", "C", "C", "Ge", "C", "C", "C", "C", "Ge", "C", "C", "C", "C", "C", "C", "C", "C", "C", "C", "H", "H", "H", "H", "H", "H", "H", "H", "H", "H", "H", "H", "H", "H", "H", "H", "H", "H", "H", "H", "H", "H", "H", "H", "H", "H", "N", "C", "C", "O", "O", "H", "H", "H", "H"],
  "xyz": [[0.1456, -0.3298, -0.6468], [0.0959, -2.7682, -2.3822], [0.5706, -3.9455, -1.5414], [1.6925, -3.6593, -0.5553], [2.6768, -4.6124, -0.3453], [3.6929, -4.3551, 0.5641], [3.6941, -3.1448, 1.2343], [2.6771, -2.2413, 0.9540], [1.6966, -2.4853, 0.0908], [-1.0082, -1.9199, -1.7243], [-2.2465, -2.5971, -1.3032], [-2.0657, -3.1878, 0.0812], [-2.7447, -4.3424, 0.4303], [-2.5248, -4.8985, 1.6838], [-1.6220, -4.2819, 2.5300], [-1.0089, -3.1121, 2.0976], [-1.2343, -2.5531, 0.9183], [-1.2799, -0.6111, -2.5497], [-2.2618, 0.3845, -1.6864], [-3.3455, 0.9506, -2.3077], [-4.3352, 1.5280, -1.5055], [-4.2172, 1.4864, -0.1313], [-3.0593, 0.9407, 0.4235], [-2.1135, 0.4268, -0.3359], [-0.2857, -3.1059, -3.3508], [0.9620, -2.1035, -2.5739], [0.9178, -4.7146, -2.2331], [-0.2704, -4.3905, -1.0043], [2.6542, -5.5442, -0.8942], [4.4747, -5.0822, 0.7360], [4.4636, -2.8775, 1.9438], [2.6866, -1.2743, 1.4474], [-2.5700, -3.3237, -2.0559], [-3.0348, -1.8449, -1.2347], [-3.4180, -4.8208, -0.2691], [-3.0346, -5.8051, 1.9805], [-1.3874, -4.6865, 3.5040], [-0.3072, -2.6047, 2.7455], [-1.7793, -0.8257, -3.4938], [-0.2886, -0.1416, -2.8256], [-3.4677, 0.9198, -3.3823], [-5.2128, 1.9647, -1.9626], [-4.9912, 1.8751, 0.5140], [-2.9033, 0.9094, 1.4930], [4.9915, 2.8649, -1.7015], [3.5080, 2.5619, -1.5170], [3.0600, 0.7977, -0.6464], [4.4235, -0.3806, -1.5639], [5.7864, -0.5700, -0.9127], [3.8938, 1.0754, 1.1510], [3.3898, 1.4242, 2.3443], [1.4994, 1.7366, 2.7445], [0.5045, 0.1673, 3.3925], [1.1123, -0.6677, 4.5177], [1.0079, 3.4408, 3.6091], [1.4072, 3.6936, 5.0614], [4.3012, 1.6049, 3.5201], [5.6248, 2.0304, 3.3609], [6.4706, 2.1580, 4.4472], [6.0203, 1.8734, 5.7305], [4.7100, 1.4651, 5.9108], [3.8669, 1.3387, 4.8134], [5.1779, 3.8382, -2.1635], [5.4826, 2.1192, -2.3288], [5.5181, 2.8674, -0.7442], [2.9994, 2.6000, -2.4864], [3.0602, 3.3547, -0.9071], [4.5399, 0.0365, -2.5700], [3.9705, -1.3673, -1.7118], [6.3061, 0.3778, -0.7547], [6.4579, -1.2012, -1.5014], [5.7051, -1.0365, 0.0739], [4.9734, 0.9194, 1.1681], [0.3724, -0.4816, 2.5143], [-0.4971, 0.5170, 3.6583], [2.1218, -1.0058, 4.2741], [0.5104, -1.5514, 4.7325], [1.1776, -0.1164, 5.4572], [-0.0777, 3.5125, 3.5104], [1.4251, 4.2279, 2.9731], [1.0768, 2.8919, 5.7259], [0.9468, 4.6135, 5.4237], [2.4832, 3.7950, 5.1852], [5.9900, 2.2910, 2.3771], [7.4881, 2.4931, 4.2954], [6.6825, 1.9807, 6.5789], [4.3345, 1.2431, 6.9009], [2.8524, 1.0040, 5.0061], [-0.1799, 2.4557, -1.6264], [-0.0641, 3.4673, -0.5521], [-0.3356, 2.8178, 0.7966], [-1.3226, 3.0122, 1.4633], [0.6216, 1.9506, 1.0816], [0.4557, 2.7055, -2.3762], [-1.1187, 2.5157, -2.0072], [-0.7265, 4.3187, -0.7104], [0.9689, 3.8121, -0.5242]],
  "charge": 1,
  "fmax_ev_per_a": 6.2,
  "e_lumo_ha": -0.0973
}

# 2
{
  "formula": "C24H58P2Si4TeTi",
  "method": "wB97M-V/def2-TZVPD",
  "species": ["P", "P", "C", "C", "H", "H", "H", "H", "C", "H", "H", "H", "C", "H", "H", "H", "C", "H", "H", "H", "C", "H", "H", "H", "Ti", "C", "C", "C", "C", "C", "C", "C", "C", "C", "H", "H", "H", "H", "H", "H", "H", "H", "H", "H", "H", "H", "H", "H", "H", "C", "Si", "C", "C", "Si", "Te", "Si", "C", "C", "C", "Si", "C", "C", "C", "H", "H", "H", "H", "H", "H", "H", "H", "H", "H", "H", "H", "H", "H", "H", "H", "H", "H", "H", "H", "H", "H", "H", "H", "H", "H", "H"],
  "xyz": [[-0.1630, -2.3256, -4.7178], [0.1760, -0.2222, -5.1952], [-0.4113, -2.4061, -6.5263], [0.1822, -1.0559, -6.8718], [-1.4830, -2.4912, -6.7301], [0.1160, -3.2702, -6.9331], [1.2176, -1.0997, -7.2242], [-0.4097, -0.4684, -7.5770], [-1.4446, 0.5923, -5.4091], [-1.6098, 1.3449, -4.6359], [-2.2634, -0.1296, -5.3558], [-1.4633, 1.0837, -6.3903], [1.3953, 1.1075, -5.6180], [1.1678, 1.4884, -6.6279], [2.4191, 0.7123, -5.5780], [1.3237, 1.9391, -4.9062], [-1.0915, -4.0480, -4.1233], [-0.4505, -4.6592, -3.4077], [-1.2450, -4.5999, -5.0667], [-2.0526, -3.7955, -3.6580], [1.9113, -2.6313, -4.8184], [2.4706, -1.6844, -4.8044], [2.0480, -3.1844, -5.7549], [2.3074, -3.3059, -3.9772], [0.7868, -3.1914, -3.0289], [0.9927, 3.6541, 0.0061], [-0.1644, 4.3433, -0.2102], [-1.1455, 4.0881, -1.3091], [-1.8097, 2.6720, -1.3760], [-1.1632, 1.7354, -2.3207], [0.1013, 1.7543, -2.7541], [1.2115, 2.5860, -2.2461], [1.3059, 2.4002, -0.7262], [2.0528, -2.5146, -1.1217], [1.6984, 3.9530, 0.7672], [-0.4398, 5.1554, 0.4583], [-0.7525, 4.3307, -2.3092], [-1.9747, 4.7966, -1.1475], [-1.9167, 2.2195, -0.3730], [-2.8465, 2.7987, -1.7363], [-1.7754, 0.8528, -2.5318], [0.4196, 0.8137, -3.2485], [1.0228, 3.6225, -2.5238], [2.1543, 2.2804, -2.7134], [0.5675, 1.6383, -0.4210], [2.2967, 1.9771, -0.4953], [2.7323, -1.6546, -1.1249], [2.3549, -3.2754, -1.9061], [2.0505, -2.9829, -0.1291], [-3.7389, -0.4956, 4.0302], [-2.0852, -1.2966, 4.4586], [-1.8086, -1.1375, 6.3220], [-2.1277, -3.1142, 3.9733], [-0.4444, -0.3006, 3.1563], [-0.1071, -1.6334, -1.2635], [-0.3811, 1.8707, 4.0158], [-0.1021, 2.0557, 5.8651], [1.0683, 2.7136, 3.1684], [-1.9795, 2.7164, 3.4800], [1.5534, -1.2811, 3.7815], [1.9189, -1.1845, 5.6384], [1.5089, -3.1042, 3.2434], [2.9642, -0.4427, 2.8303], [-4.5363, -1.1854, 4.3449], [-3.8366, -0.3274, 2.9486], [-3.8815, 0.4640, 4.5448], [-2.3493, -1.9671, 6.8033], [-0.7542, -1.1985, 6.6203], [-2.2263, -0.1954, 6.7035], [-1.9307, -3.2506, 2.9014], [-1.3979, -3.7088, 4.5371], [-3.1355, -3.4978, 4.1869], [0.9550, 1.9079, 6.1216], [-0.3688, 3.0884, 6.1350], [-0.7069, 1.3779, 6.4765], [1.0967, 2.4751, 2.0989], [0.9422, 3.8011, 3.2617], [2.0371, 2.4395, 3.6020], [-2.2701, 2.4325, 2.4579], [-2.8153, 2.4769, 4.1507], [-1.8203, 3.8050, 3.4942], [1.2570, -1.8411, 6.2209], [2.9563, -1.5248, 5.7932], [1.8348, -0.1615, 6.0315], [1.1278, -3.2017, 2.2139], [2.5381, -3.5009, 3.2783], [0.8754, -3.7069, 3.9126], [2.6857, -0.2704, 1.7787], [3.2433, 0.5208, 3.2817], [3.8420, -1.1100, 2.8516]],
  "charge": 0,
  "fmax_ev_per_a": 4.7,
  "e_lumo_ha": [-0.0631, -0.0578],
  "multiplicity": 3
}

# 3
{
  "formula": "C28H35Cl8F3O2",
  "method": "wB97M-V/def2-TZVPD",
  "species": ["F", "C", "C", "C", "C", "C", "C", "H", "H", "H", "H", "H", "F", "C", "C", "C", "C", "C", "C", "H", "H", "H", "H", "H", "F", "C", "C", "C", "C", "C", "C", "H", "H", "H", "H", "H", "C", "C", "C", "O", "H", "H", "H", "H", "H", "H", "C", "C", "C", "O", "H", "H", "H", "H", "H", "H", "Cl", "C", "Cl", "H", "H", "Cl", "C", "Cl", "H", "H", "Cl", "C", "Cl", "H", "H", "Cl", "C", "Cl", "H", "H"],
  "xyz": [[-1.6152, 4.3922, 2.0578], [-2.7424, 3.7706, 1.6606], [-3.5237, 4.2874, 0.6096], [-4.7049, 3.6728, 0.1930], [-5.0773, 2.5022, 0.8644], [-4.3252, 2.0037, 1.9309], [-3.1426, 2.6331, 2.3457], [-3.1741, 5.2123, 0.1752], [-5.2323, 4.0321, -0.6783], [-5.9839, 2.0393, 0.5037], [-4.7111, 1.1587, 2.4818], [-2.5456, 2.1799, 3.1233], [6.2517, -0.3574, -3.1540], [5.5680, -1.3709, -3.7660], [4.2297, -1.6644, -3.3927], [3.5517, -2.7677, -3.8703], [4.1341, -3.5714, -4.8384], [5.4296, -3.3167, -5.2390], [6.1321, -2.2546, -4.6663], [3.7355, -1.0516, -2.6534], [2.5422, -2.9523, -3.5340], [3.5933, -4.2972, -5.4275], [5.8809, -3.9682, -5.9728], [7.1479, -2.1713, -5.0234], [2.3181, 2.7637, -3.9457], [1.0561, 2.4355, -4.2217], [0.0054, 3.2021, -3.6795], [-1.3225, 2.8700, -3.9496], [-1.5687, 1.7687, -4.7683], [-0.5622, 1.0641, -5.3826], [0.7771, 1.3740, -5.0448], [0.2988, 4.0052, -3.0196], [-2.1214, 3.4921, -3.5741], [-2.5833, 1.5586, -5.0729], [-0.8072, 0.2126, -6.0001], [1.6114, 0.8318, -5.4647], [0.4233, 1.2718, 0.2539], [-0.2043, -0.0486, 0.0094], [-1.5769, -0.1188, -0.6529], [0.3320, -1.1176, 0.3601], [1.4311, 1.2754, -0.1616], [0.5675, 1.5139, 1.3068], [-0.2658, 1.9849, -0.1985], [-2.2203, -0.6936, 0.0131], [-1.5328, -0.7027, -1.5723], [-1.9233, 0.9060, -0.7872], [-0.6937, -2.9259, 4.6385], [-1.0859, -1.6790, 5.2878], [-0.0955, -0.8795, 6.0786], [-2.2577, -1.2996, 5.1930], [-0.0948, -2.6385, 3.7743], [-1.5012, -3.5600, 4.2723], [-0.0143, -3.5701, 5.1968], [0.3177, -0.2133, 5.3214], [0.7293, -1.4338, 6.5266], [-0.5896, -0.1859, 6.7590], [-8.5337, -2.6192, -0.2765], [-7.2966, -3.8459, -0.0253], [-5.7669, -3.1485, -0.7454], [-7.0634, -3.9839, 1.0305], [-7.5514, -4.7435, -0.5887], [-1.0624, -5.9630, -1.3172], [-1.2274, -5.4994, 0.4481], [-2.5553, -6.3515, 1.2545], [-0.2677, -5.7161, 0.9172], [-1.5841, -4.4762, 0.5663], [2.8756, 6.9707, 3.4986], [2.8548, 5.8302, 4.9036], [2.9985, 4.1140, 4.3058], [3.6601, 6.0665, 5.5992], [1.8936, 5.9881, 5.3926], [7.1248, 0.8291, 3.0673], [6.0133, -0.4644, 2.5647], [5.5737, -1.2881, 4.1296], [5.0998, -0.1076, 2.0892], [6.5498, -1.1957, 1.9602]],
  "charge": 0,
  "fmax_ev_per_a": 3.6,
  "e_lumo_ha": 0.0093,
  "smiles": "Fc1ccccc1.Fc1ccccc1.Fc1ccccc1.CC(C)=O.CC(C)=O.ClCCl.ClCCl.ClCCl.ClCCl"
}